1.
This record from OMol25 describes a single C10H13NO2 molecule at a distorted geometry. The level of theory is ωB97M-V with the def2-TZVPD basis set.

Orbital gap   9.080 eV
SMILES string   CN1CCO[C@@H]1c1ccccc1O
Maximum force   8.052 eV/A
Highest occupied orbital energy   -8.3280 eV
Energy relative to the best compared isomer or geometry (same formula, charge and spin)   176.5 kcal per mole

Each line ends with the Löwdin charge.
Positions of all 26 atoms, in Å:
C -1.71 1.72 0.81  -0.138
N -1.50 0.41 0.40  -0.105
C -2.70 -0.21 0.04  -0.314
C -2.30 -1.57 -0.33  -0.146
O -1.26 -1.06 -1.36  -0.129
C -0.72 0.15 -0.89  -0.256
C 0.73 -0.06 -0.43  -0.080
C 1.03 -1.27 0.30  0.002
C 2.40 -1.59 0.62  -0.092
C 3.53 -0.87 0.08  -0.069
C 3.30 0.44 -0.58  -0.004
C 1.93 0.69 -0.60  -0.176
O 1.28 2.03 -0.48  -0.020
H -0.88 2.50 0.88  0.099
H -1.98 1.87 1.83  0.079
H -2.11 2.49 0.13  0.097
H -3.48 -0.66 0.84  0.154
H -3.57 0.35 -0.59  0.173
H -2.95 -2.45 -1.05  0.196
H -1.82 -2.22 0.61  0.147
H -0.73 0.76 -1.74  0.144
H 0.24 -1.85 0.81  0.095
H 2.90 -2.35 1.35  0.121
H 4.48 -1.18 0.50  0.082
H 3.96 1.22 -0.50  0.072
H 1.91 2.71 -0.65  0.067

***

2.
This record from OMol25 describes a single C17H27ClN2O3S2 molecule. The level of theory is ωB97M-V with the def2-TZVPD basis set.

Orbital gap   9.385 eV
SMILES string   CCS[C@H](C)C(=O)N(C)CCOCCN(C)C(=O)c1c(C)csc1Cl
Maximum force   0.148 eV/A
Highest occupied orbital energy   -8.7641 eV
Energy relative to the best compared isomer or geometry (same formula, charge and spin)   2.0 kcal per mole

Each line ends with the Löwdin charge.
Positions of all 52 atoms, in Å:
C -2.05 3.87 0.07  -0.161
C -1.80 2.59 -0.71  -0.536
S -2.02 1.16 0.38  0.937
C -1.58 -0.18 -0.77  -0.546
C -2.74 -0.57 -1.67  -0.107
C -1.12 -1.38 0.06  -0.499
O -1.87 -2.32 0.24  0.059
N 0.15 -1.39 0.56  -0.099
C 0.55 -2.56 1.32  -0.034
C 1.07 -0.26 0.57  -0.148
C 1.21 0.34 1.97  -0.199
O 2.00 1.51 1.94  -0.136
C 1.26 2.66 1.57  -0.191
C 2.21 3.81 1.27  -0.107
N 2.51 4.62 2.44  -0.084
C 3.64 4.21 3.25  -0.036
C 1.59 5.56 2.78  -0.430
O 0.54 5.69 2.16  0.066
C 1.88 6.45 3.94  -0.233
C 0.98 6.55 5.06  -0.319
C -0.25 5.72 5.21  -0.029
C 1.40 7.49 5.95  -0.366
S 2.85 8.27 5.46  1.006
C 2.91 7.32 4.04  -0.974
Cl 4.18 7.55 2.90  0.681
H -1.95 4.74 -0.58  0.079
H -3.06 3.88 0.49  0.071
H -1.34 3.99 0.89  0.049
H -2.49 2.51 -1.55  0.070
H -0.78 2.58 -1.11  0.069
H -0.75 0.18 -1.38  0.101
H -2.43 -1.34 -2.38  0.088
H -3.56 -0.97 -1.08  0.080
H -3.09 0.29 -2.23  0.068
H 0.16 -3.45 0.85  0.089
H 1.64 -2.60 1.34  0.092
H 0.18 -2.53 2.35  0.098
H 2.05 -0.59 0.21  0.134
H 0.71 0.51 -0.11  0.089
H 0.21 0.55 2.37  0.115
H 1.71 -0.36 2.63  0.124
H 0.64 2.44 0.69  0.086
H 0.57 2.95 2.37  0.134
H 3.14 3.41 0.88  0.135
H 1.76 4.46 0.52  0.126
H 3.65 4.76 4.19  0.086
H 3.57 3.15 3.47  0.092
H 4.58 4.41 2.73  0.086
H -0.01 4.65 5.20  0.087
H -0.76 5.94 6.15  0.079
H -0.93 5.90 4.38  0.083
H 0.93 7.76 6.88  0.077

***

3.
This record from OMol25 describes a molecular structure, C12H19Cl2NO2PTl at a distorted geometry. The level of theory is ωB97M-V with the def2-TZVPD basis set.

Orbital gap (alpha / beta)   4.543 / 4.537 eV
Charge   +2
Maximum force   4.363 eV/A
Highest occupied orbital energy (alpha / beta)   -14.6694 / -14.6693 eV
Energy relative to the best compared isomer or geometry (same formula, charge and spin)   3.0 kcal per mole

Each line ends with the Löwdin charge.
Positions of all 38 atoms, in Å:
C -0.99 -4.22 -4.29  -0.060
C -1.37 -3.12 -3.35  -0.317
H -1.87 -4.60 -4.85  0.129
H -0.50 -5.04 -3.71  0.118
H -0.26 -3.83 -5.02  0.102
O -2.35 -2.61 -2.92  0.179
Cl 3.44 -2.82 -1.90  -0.115
Tl 1.04 -2.49 -2.56  0.689
P -0.59 1.67 -1.64  0.859
C -1.93 2.89 -1.85  -0.204
C 0.82 2.84 -1.55  -0.220
H 0.47 0.54 -3.52  0.025
H -0.48 1.98 -4.01  0.084
H -1.31 0.43 -3.60  0.064
C -0.47 1.09 -3.37  -0.237
H 1.75 2.27 -1.60  0.038
H 0.76 3.55 -2.38  0.086
H -1.67 3.58 -2.67  0.088
H -2.06 3.46 -0.92  0.076
H 0.78 3.37 -0.60  0.075
H -2.87 2.37 -2.08  0.074
C -1.80 0.62 0.35  0.018
O -2.57 0.28 1.13  0.162
Cl 1.10 -0.26 -0.96  0.136
C 1.62 -0.01 6.01  -0.029
C 1.10 -0.11 4.61  -0.252
C 1.63 0.68 3.60  0.000
C 1.12 0.56 2.30  -0.160
N 0.12 -0.28 2.01  -0.016
C -0.40 -1.04 2.96  -0.127
C 0.07 -1.00 4.28  0.007
H 2.70 -0.18 6.03  0.097
H 1.43 0.99 6.43  0.099
H 1.14 -0.75 6.65  0.086
H 2.44 1.39 3.80  0.127
H 1.54 1.16 1.48  0.078
H -1.21 -1.72 2.69  0.116
H -0.37 -1.66 5.03  0.124

***

Question: maximum force of number 3 (C12H19Cl2NO2PTl)?
Answer: 4.363 eV/A

***

Question: Number 1 is which compound?
Answer: C10H13NO2